(1)
DFT (the ωB97M-V functional and the def2-TZVPD basis) results for an isolated ion of composition C6H11N2O and charge +1.

Structure (ORCA input):
```
! wB97M-V def2-TZVPD RIJCOSX def2/J DEFGRID3
* xyz 1 1
C 2.18 0.07 -0.25
C 0.79 0.11 0.37
C 0.20 -1.35 0.59
C -0.76 -1.07 -0.68
C -0.16 0.44 -0.76
C -1.53 0.82 -0.16
N -2.19 1.90 0.15
N -2.05 -0.49 -0.36
O -3.11 -0.84 0.39
H 2.72 1.04 -0.15
H 2.03 -0.38 -1.19
H 2.77 -0.52 0.36
H 0.76 0.86 1.23
H -0.15 -1.64 1.56
H 1.11 -1.95 0.34
H -0.71 -1.62 -1.67
H 0.17 0.91 -1.61
H -1.76 2.87 0.35
H -3.08 1.85 0.62
H -3.84 -1.23 -0.20
*
```

Calculated values
Total energy ... -11417.75851 eV
Structure (SMILES) ... C[C@@H]1C[C@@H]2[C@H]1C(=[NH2+])N2O
HOMO-LUMO gap ... 10.657 eV
HOMO ... -14.29 eV
Energy above the lowest of the compared OMol25 structures with the same formula, charge and spin ... 101.7 kcal/mol

(2)
DFT (the ωB97M-V functional and the def2-TZVPD basis) results for an isolated ion of composition C11H11N2O2 and charge +1.

Structure (ORCA input):
```
! wB97M-V def2-TZVPD RIJCOSX def2/J DEFGRID3
* xyz 1 1
C -0.99 1.15 0.50
C -1.81 0.11 0.55
C -3.36 0.00 0.83
C -1.36 -1.21 0.18
N -2.15 -2.22 -0.04
O -1.60 -3.28 -0.55
N 0.03 -2.91 -0.61
O 0.73 -3.82 -0.78
C 0.06 -1.68 -0.23
C 1.30 -0.86 -0.08
C 2.03 -0.70 -1.33
C 3.31 -0.20 -1.24
C 3.94 -0.05 0.02
C 3.18 -0.21 1.22
C 1.83 -0.63 1.21
H -1.23 2.15 0.63
H -0.02 0.94 0.28
H -3.68 -0.90 1.47
H -3.71 -0.19 -0.18
H -3.85 1.04 1.07
H -3.20 -2.16 0.20
H 1.61 -0.66 -2.29
H 3.99 -0.23 -2.11
H 4.88 0.42 0.11
H 3.63 0.03 2.16
H 1.15 -0.54 2.11
*
```

Calculated values
Total energy ... -18646.69760 eV
Structure (SMILES) ... C=C(C)c1[nH]o[n+](=O)c1-c1ccccc1
HOMO-LUMO gap ... 8.071 eV
HOMO ... -12.90 eV
Energy above the lowest of the compared OMol25 structures with the same formula, charge and spin ... 102.0 kcal/mol

(3)
DFT (the ωB97M-V functional and the def2-TZVPD basis) results for one molecule with the formula C6H6OS.

Structure (ORCA input):
```
! wB97M-V def2-TZVPD RIJCOSX def2/J DEFGRID3
* xyz 0 1
O -2.05 3.50 0.72
C -1.60 2.39 0.48
S -1.56 0.91 1.41
C -0.39 -0.11 0.31
C -0.66 -0.73 -0.89
C 0.74 -1.28 -1.30
C 1.59 -1.18 -0.30
C 1.00 -0.33 0.77
H -1.10 1.99 -0.55
H -1.77 -0.96 -1.46
H 1.12 -1.96 -2.08
H 2.49 -1.61 -0.09
H 1.56 0.46 1.23
H 0.61 -1.10 1.77
*
```

Calculated values
Total energy ... -19198.35976 eV
Structure (SMILES) ... O=CSC1=CC=CC1
HOMO-LUMO gap ... 9.868 eV
HOMO ... -9.47 eV
Energy above the lowest of the compared OMol25 structures with the same formula, charge and spin ... 62.5 kcal/mol

(4)
DFT (the ωB97M-V functional and the def2-TZVPD basis) results for one molecule with the formula C4H9NO2.

Structure (ORCA input):
```
! wB97M-V def2-TZVPD RIJCOSX def2/J DEFGRID3
* xyz 0 1
C -1.40 0.83 0.69
C -1.94 -0.33 -0.15
N -0.73 -0.82 -0.87
C 0.44 -0.57 -0.20
O 0.66 -0.81 0.99
O 1.39 -0.08 -0.99
C 2.62 0.18 -0.30
H -2.08 1.17 1.47
H -0.45 0.20 1.32
H -1.28 1.70 -0.01
H -2.33 -1.11 0.50
H -2.71 -0.14 -0.92
H -0.68 -0.60 -1.85
H 3.29 0.53 -1.09
H 2.48 0.94 0.46
H 3.00 -0.74 0.16
*
```

Calculated values
Total energy ... -9877.73823 eV
Structure (SMILES) ... CCNC(=O)OC
HOMO-LUMO gap ... 10.516 eV
HOMO ... -9.60 eV
Energy above the lowest of the compared OMol25 structures with the same formula, charge and spin ... 53.6 kcal/mol

(5)
DFT (the ωB97M-V functional and the def2-TZVPD basis) results for a 2-piece molecular cluster, C4H8O2 overall.

Structure (ORCA input):
```
! wB97M-V def2-TZVPD RIJCOSX def2/J DEFGRID3
* xyz 0 1
C 0.21 0.19 2.05
C -0.30 0.81 1.00
C -0.86 0.17 -0.19
C -1.13 0.88 -1.29
O -0.98 -1.19 -0.09
H 0.29 -0.90 2.07
H 0.70 0.73 2.84
H -0.46 1.89 1.01
H -1.64 0.51 -2.17
H -0.78 1.90 -1.29
H -1.44 -1.51 -0.87
O 2.39 -0.41 -1.12
H 3.28 -0.62 -0.83
H 1.83 -0.61 -0.36
*
```

Calculated values
Total energy ... -8371.31672 eV
Structure (SMILES) ... C=CC(=C)O.O
HOMO-LUMO gap ... 9.529 eV
HOMO ... -8.76 eV
Energy above the lowest of the compared OMol25 structures with the same formula, charge and spin ... 45.3 kcal/mol

(6)
DFT (the ωB97M-V functional and the def2-TZVPD basis) results for a 2-piece molecular cluster, C4H3Cl2F2O2 overall.

Structure (ORCA input):
```
! wB97M-V def2-TZVPD RIJCOSX def2/J DEFGRID3
* xyz -1 1
C 1.38 0.45 1.01
C -1.23 0.22 0.82
C 0.09 -0.43 0.55
C 0.21 -0.27 -1.69
O 2.14 -0.16 1.75
O 1.34 1.59 0.58
F -0.64 -1.21 -2.20
F 1.44 -0.61 -2.11
Cl 0.13 -2.11 0.83
Cl -0.23 1.31 -2.26
H -1.28 1.15 0.25
H -2.07 -0.42 0.58
H -1.28 0.49 1.88
*
```

Calculated values
Total energy ... -38771.78676 eV
HOMO-LUMO gap ... 8.015 eV
HOMO ... -4.63 eV
Energy above the lowest of the compared OMol25 structures with the same formula, charge and spin ... 35.1 kcal/mol

(7)
DFT (the ωB97M-V functional and the def2-TZVPD basis) results for a 2-piece molecular cluster, H3N2O2S overall.

Structure (ORCA input):
```
! wB97M-V def2-TZVPD RIJCOSX def2/J DEFGRID3
* xyz -1 1
N -0.84 2.02 0.61
N -0.32 -1.25 -0.48
O 1.71 0.19 -1.26
O 1.67 -0.46 1.05
S 0.91 0.06 -0.05
H -1.50 1.37 1.08
H -0.75 -0.95 0.38
H -0.88 -0.97 -1.34
*
```

Calculated values
Total energy ... -17955.63902 eV
HOMO-LUMO gap (spin up / spin down) ... 7.111 / 7.091 eV
HOMO (spin up / spin down) ... -3.55 / -3.57 eV
Energy above the lowest of the compared OMol25 structures with the same formula, charge and spin ... 96.0 kcal/mol

(8)
DFT (the ωB97M-V functional and the def2-TZVPD basis) results for one molecule with the formula C20H21BrN2O4S2.

Structure (ORCA input):
```
! wB97M-V def2-TZVPD RIJCOSX def2/J DEFGRID3
* xyz 0 1
C -2.45 3.50 1.30
C -1.94 2.87 2.47
C -2.82 1.83 3.18
N -2.40 0.52 2.78
C -3.26 -0.44 2.16
O -4.47 -0.16 1.82
C -2.54 -1.68 1.85
C -2.39 -1.79 0.36
S -2.68 -3.26 -0.50
C -2.10 -2.59 -2.05
S -1.61 -3.38 -3.51
N -1.70 -1.24 -1.85
C -0.85 -0.40 -2.79
C 0.56 -0.57 -2.40
C 1.44 0.32 -3.27
C 2.89 0.22 -2.78
C 3.84 1.16 -3.69
C 5.26 0.85 -3.46
O 5.75 0.15 -4.35
O 5.87 1.12 -2.28
C -1.79 -0.88 -0.50
O -1.21 0.27 -0.01
C -1.16 -1.43 2.50
C -0.05 -2.33 2.86
C 0.98 -1.83 3.72
Br 2.56 -2.84 4.29
C 0.84 -0.54 4.11
C -0.24 0.23 3.88
C -1.30 -0.20 3.09
H -2.01 4.23 0.63
H -3.45 3.12 1.04
H -0.95 2.96 2.72
H -2.66 1.98 4.20
H -3.84 2.03 2.93
H -2.96 -2.58 2.31
H -1.17 0.65 -2.58
H -0.99 -0.60 -3.88
H 0.76 -1.53 -2.59
H 0.61 -0.42 -1.24
H 1.24 1.48 -3.19
H 1.44 -0.06 -4.35
H 3.09 0.56 -1.80
H 3.37 -0.80 -2.79
H 3.57 0.88 -4.70
H 3.61 2.24 -3.61
H 6.74 0.62 -2.35
H -0.80 0.13 0.91
H 0.08 -3.38 2.53
H 1.82 -0.24 4.54
H -0.51 1.26 4.35
*
```

Calculated values
Total energy ... -123960.59494 eV
Structure (SMILES) ... C=CCN1C(=O)[C@@H](c2sc(=S)n(CCCCCC(=O)O)c2O)c2cc(Br)ccc21
HOMO-LUMO gap ... 7.594 eV
HOMO ... -7.64 eV
Energy above the lowest of the compared OMol25 structures with the same formula, charge and spin ... 0.0 kcal/mol

(9)
DFT (the ωB97M-V functional and the def2-TZVPD basis) results for C20H28B3EuF6N7O8S as an isolated structure.

Structure (ORCA input):
```
! wB97M-V def2-TZVPD RIJCOSX def2/J DEFGRID3
* xyz 0 8
Eu -0.19 0.17 0.87
C 2.04 -2.13 3.75
C 1.60 -1.99 2.34
N 1.85 -0.99 1.57
O 2.56 0.07 2.05
B 3.12 0.86 0.90
F 3.88 1.86 1.37
F 3.75 0.03 0.02
O 1.92 1.52 0.17
N 1.32 0.80 -0.84
C 1.81 0.78 -2.04
C 3.11 1.34 -2.47
C 0.77 0.28 -2.95
N -0.10 -0.63 -2.59
O 0.25 -1.49 -1.55
B -0.42 -2.72 -1.50
F -2.11 -0.99 -1.28
F -0.97 -3.26 -2.56
O -0.40 -3.35 -0.32
N 0.15 -2.52 0.68
C 0.89 -3.04 1.58
C 1.14 -4.48 1.81
C 0.50 0.96 -4.24
H 3.03 -2.59 3.78
H 1.35 -2.74 4.32
H 2.12 -1.13 4.19
H 3.46 2.09 -1.76
H 3.08 1.75 -3.47
H 3.84 0.53 -2.45
H 0.39 -5.09 1.31
H 1.14 -4.70 2.88
H 2.12 -4.75 1.43
H 1.43 1.04 -4.80
H 0.11 1.96 -4.07
H -0.23 0.39 -4.81
C 0.62 5.10 2.22
N -0.07 3.82 2.25
C -0.88 3.53 1.08
C 0.39 2.76 2.97
O 0.25 1.59 2.54
N 1.00 2.99 4.16
C 1.73 1.89 4.76
C 0.71 4.09 5.06
H 1.08 5.23 1.24
H 1.41 5.12 2.96
H -0.08 5.92 2.42
H -1.29 4.46 0.71
H -1.72 2.87 1.35
H -0.28 3.07 0.27
H 2.21 1.30 3.98
H 1.08 1.25 5.35
H 2.50 2.31 5.41
H -0.10 4.71 4.67
H 1.60 4.69 5.23
H 0.38 3.68 6.02
O -4.76 1.33 1.41
S -3.93 0.56 0.54
O -3.79 1.02 -0.81
N -2.41 0.42 1.24
C -2.27 -0.78 1.78
O -1.22 -1.09 2.40
C -3.35 -1.74 1.47
C -3.36 -3.09 1.79
C -4.36 -3.88 1.26
C -5.33 -3.33 0.43
C -5.34 -1.97 0.14
C -4.33 -1.19 0.67
H -2.59 -3.50 2.44
H -4.39 -4.94 1.48
H -6.10 -3.96 0.02
H -6.09 -1.54 -0.50
F -1.24 1.07 -1.33
B -1.67 -0.01 -2.13
F -2.34 0.28 -3.22
*
```

Calculated values
⟨S²⟩ ... 15.770
Total energy ... -96513.59438 eV
HOMO-LUMO gap (spin up / spin down) ... 4.907 / 8.447 eV
HOMO (spin up / spin down) ... -5.47 / -8.65 eV

(10)
DFT (the ωB97M-V functional and the def2-TZVPD basis) results for a 2-piece molecular cluster, C2H8NO overall.

Structure (ORCA input):
```
! wB97M-V def2-TZVPD RIJCOSX def2/J DEFGRID3
* xyz -1 1
O -0.79 1.82 2.05
H -1.20 1.40 2.82
C -0.07 -1.39 -0.74
C 0.70 -0.08 -0.43
N -0.08 1.12 -0.61
H -0.28 -1.46 -1.84
H 0.52 -2.33 -0.43
H -0.91 -1.65 -0.09
H 1.01 -0.21 0.62
H 1.60 -0.11 -1.05
H -0.97 1.06 -0.14
H 0.47 1.84 -0.15
*
```

Calculated values
Total energy ... -5740.45936 eV
HOMO-LUMO gap ... 6.582 eV
HOMO ... -2.38 eV
Energy above the lowest of the compared OMol25 structures with the same formula, charge and spin ... 16.5 kcal/mol

(11)
DFT (the ωB97M-V functional and the def2-TZVPD basis) results for C60H64ClN2O8S5Sc as an isolated structure.

Structure (ORCA input):
```
! wB97M-V def2-TZVPD RIJCOSX def2/J DEFGRID3
* xyz -2 1
Sc -1.53 1.04 -1.37
C -1.72 4.24 0.39
O -0.95 3.05 0.19
C 0.18 2.99 0.96
C 1.41 3.38 0.45
C 1.61 3.70 -1.02
C 2.34 2.53 -1.65
C 3.71 2.51 -1.79
C 4.39 1.40 -2.29
C 3.62 0.31 -2.66
C 2.23 0.29 -2.55
C 1.45 -0.86 -3.15
C 0.86 -2.01 -2.34
C 0.76 -3.25 -2.97
C -0.02 -4.28 -2.48
C -0.77 -4.02 -1.32
C -0.71 -2.80 -0.66
C -1.78 -2.46 0.37
C -1.38 -1.64 1.57
C -0.83 -2.28 2.67
C -0.42 -1.61 3.82
C -0.63 -0.24 3.82
C -1.17 0.45 2.73
C -1.25 1.96 2.79
C 0.05 2.54 2.28
C 1.18 2.54 3.09
C 2.43 2.95 2.63
C 2.52 3.35 1.30
C 3.64 2.88 3.55
C 4.89 3.50 2.91
C 3.93 1.41 3.88
C 3.35 3.65 4.85
C -1.54 -0.23 1.56
O -2.01 0.43 0.51
C 0.23 -2.36 4.98
C 0.62 -1.41 6.12
C 1.50 -3.06 4.49
C -0.74 -3.41 5.54
C 0.19 -1.85 -1.15
O 0.31 -0.66 -0.47
C 1.45 -0.61 0.39
C -0.20 -5.61 -3.21
C 0.67 -5.69 -4.47
C -1.67 -5.75 -3.64
C 0.19 -6.77 -2.29
C 1.56 1.42 -2.03
O 0.26 1.46 -1.90
C 5.91 1.45 -2.47
C 6.59 1.92 -1.18
C 6.25 2.45 -3.60
C 6.49 0.09 -2.85
H -1.44 4.71 1.34
H -2.77 3.97 0.42
H -1.55 4.94 -0.43
H 2.20 4.61 -1.12
H 0.65 3.83 -1.51
H 4.27 3.41 -1.51
H 4.09 -0.58 -3.06
H 2.08 -1.31 -3.92
H 0.58 -0.42 -3.66
H 1.28 -3.37 -3.92
H -1.47 -4.76 -0.95
H -2.22 -3.40 0.71
H -2.56 -1.93 -0.18
H -0.71 -3.36 2.60
H -0.35 0.35 4.69
H -1.41 2.27 3.82
H -2.09 2.30 2.18
H 1.07 2.17 4.11
H 3.47 3.65 0.88
H 5.19 2.94 2.01
H 5.72 3.47 3.62
H 4.71 4.54 2.63
H 4.18 0.87 2.97
H 3.05 0.93 4.32
H 4.77 1.33 4.58
H 3.08 4.69 4.63
H 4.24 3.66 5.49
H 2.53 3.20 5.42
H 1.35 -0.67 5.77
H 1.08 -1.98 6.93
H -0.25 -0.88 6.52
H 2.20 -2.32 4.08
H 1.28 -3.79 3.71
H 2.00 -3.58 5.32
H -1.64 -2.92 5.94
H -0.27 -3.98 6.35
H -1.05 -4.11 4.77
H 1.35 -1.35 1.19
H 1.49 0.39 0.82
H 2.36 -0.80 -0.17
H 0.39 -4.91 -5.19
H 0.53 -6.66 -4.95
H 1.73 -5.58 -4.23
H -2.01 -4.85 -4.16
H -2.32 -5.89 -2.77
H -1.80 -6.62 -4.30
H 1.26 -6.75 -2.06
H -0.05 -7.73 -2.77
H -0.36 -6.72 -1.34
H 6.35 2.96 -0.95
H 7.68 1.85 -1.28
H 6.28 1.30 -0.33
H 5.83 3.44 -3.38
H 5.82 2.11 -4.55
H 7.33 2.55 -3.72
H 6.33 -0.64 -2.05
H 7.57 0.19 -3.02
H 6.04 -0.30 -3.77
O -6.04 5.53 -1.74
C -6.68 4.58 -1.08
O -7.77 4.77 -0.60
C -6.00 3.26 -0.96
C -6.55 2.16 -0.34
Cl -8.06 2.00 0.43
N -5.61 1.18 -0.31
N -4.47 1.58 -0.89
C -4.68 2.81 -1.29
C -3.50 3.44 -1.97
O -3.59 4.59 -2.43
O -2.46 2.71 -2.01
C -5.66 -0.16 0.19
C -4.55 -0.61 0.90
C -4.53 -1.92 1.35
C -5.60 -2.77 1.10
C -6.70 -2.30 0.38
C -6.73 -1.00 -0.08
H -5.12 5.22 -2.06
H -3.71 0.06 1.04
H -3.66 -2.28 1.90
H -5.57 -3.80 1.44
H -7.52 -2.97 0.16
H -7.56 -0.64 -0.67
S -6.94 0.66 -6.28
C -5.48 0.53 -5.47
S -4.06 1.40 -5.88
C -2.96 0.77 -4.66
C -3.54 -0.12 -3.82
S -2.73 -0.96 -2.52
S -5.23 -0.47 -4.11
S -1.33 1.29 -4.58
*
```

Calculated values
Total energy ... -170029.46669 eV
HOMO-LUMO gap ... 4.599 eV
HOMO ... -1.25 eV